Density functional theory data (the ωB97M-V functional and the def2-TZVPD basis) for a molecular structure, C45H58F5FeN3O4S at a distorted geometry.

Geometry as XYZ:
```
117
Properties=species:S:1:pos:R:3
Fe -0.30811 -0.85464 1.46748
C 1.15614 -0.83528 4.46385
N 0.22764 0.14092 3.89379
C -0.97438 0.27141 4.71411
C 0.88951 1.44793 3.78608
C 1.51840 1.72069 2.43442
N 0.55431 1.54854 1.36051
C 1.15761 1.73413 0.04034
C 2.35629 0.88743 -0.28487
C 3.25511 1.36183 -1.22391
C 4.30841 0.58716 -1.68961
C 4.43302 -0.69203 -1.15271
C 3.56224 -1.21861 -0.20531
C 2.48256 -0.41283 0.24637
O 1.64524 -0.82533 1.16942
C 3.73194 -2.65357 0.30507
C 5.00734 -3.31209 -0.23030
C 3.81494 -2.67923 1.83993
C 2.52845 -3.48999 -0.15927
C 5.23575 1.12826 -2.77776
C 6.29342 0.10797 -3.20214
C 5.95336 2.38821 -2.27502
C 4.40011 1.48255 -4.01881
C -0.53775 2.50194 1.52969
C -1.60638 2.39337 0.49533
C -1.86615 3.43190 -0.37913
C -2.94302 3.37527 -1.25301
C -3.75679 2.25185 -1.14726
C -3.55781 1.19815 -0.25914
C -2.38699 1.22030 0.54833
O -2.01023 0.25659 1.36095
C -4.64891 0.11384 -0.22303
C -4.59678 -0.69253 -1.52798
C -4.53884 -0.84995 0.96084
C -6.03113 0.78482 -0.10196
C -3.27873 4.48243 -2.24942
C -3.14070 3.94614 -3.68160
C -2.35367 5.69157 -2.10033
C -4.72173 4.96271 -2.02913
H 1.52626 -0.50123 5.44602
H 1.99892 -0.96988 3.78979
H 0.66307 -1.79530 4.57964
H -0.75508 0.75685 5.67684
H -1.40284 -0.70588 4.90930
H -1.71961 0.86188 4.17989
H 1.67401 1.53014 4.55042
H 0.16176 2.22923 4.00595
H 2.34792 1.03920 2.27477
H 1.91765 2.74953 2.43761
H 1.42226 2.79762 -0.09897
H 0.37741 1.49716 -0.68545
H 3.10769 2.36715 -1.61067
H 5.24526 -1.31423 -1.49507
H 5.89965 -2.75034 0.05836
H 4.98787 -3.41155 -1.31817
H 5.08705 -4.31525 0.19336
H 4.62660 -2.03393 2.18935
H 4.00502 -3.69981 2.18370
H 2.87549 -2.34528 2.26932
H 2.44620 -3.45839 -1.24971
H 1.60450 -3.11459 0.27507
H 2.64739 -4.53094 0.15387
H 6.95339 -0.15173 -2.37202
H 6.90656 0.52878 -4.00274
H 5.82948 -0.80586 -3.57797
H 6.56915 2.15341 -1.40453
H 5.23840 3.15912 -1.98432
H 6.59976 2.79826 -3.05695
H 3.84975 0.60456 -4.36286
H 5.04475 1.82994 -4.83180
H 3.67650 2.26806 -3.79792
H -0.14128 3.53238 1.54618
H -1.00862 2.29776 2.49182
H -1.20565 4.29172 -0.36065
H -4.62039 2.19440 -1.79979
H -3.61959 -1.16094 -1.64327
H -4.77167 -0.05388 -2.39732
H -5.35283 -1.48354 -1.51845
H -3.63160 -1.44213 0.92115
H -5.39410 -1.53240 0.94399
H -4.53683 -0.30702 1.90782
H -6.28499 1.38961 -0.97344
H -6.06314 1.42656 0.78099
H -6.80092 0.01621 0.00514
H -2.10926 3.64544 -3.87674
H -3.42055 4.71520 -4.40812
H -3.78117 3.07634 -3.83707
H -1.31250 5.42171 -2.28722
H -2.42748 6.12604 -1.10131
H -2.63547 6.45881 -2.82548
H -5.44047 4.16729 -2.22968
H -4.95149 5.80113 -2.69313
H -4.85896 5.28912 -0.99648
O -0.17452 -0.70107 -0.66645
N -0.76276 -1.36888 -1.62587
C -0.57034 -0.94499 -2.89233
C -1.13434 -1.58939 -3.95854
C -1.92562 -2.71681 -3.71569
C -2.11298 -3.13959 -2.42488
C -1.52901 -2.46088 -1.33688
S -1.72319 -2.91645 0.27905
H 0.05310 -0.06662 -2.97238
H -0.95814 -1.22104 -4.95817
H -2.39235 -3.24590 -4.53649
H -2.72307 -4.00062 -2.19436
F -2.35369 -6.53110 5.11339
C -1.71469 -5.60394 4.37481
C -2.27804 -4.35890 4.16180
F -3.48180 -4.07796 4.68378
C -1.59177 -3.41857 3.42738
F -2.16701 -2.21878 3.17853
C -0.30106 -3.62134 2.88895
O 0.34798 -2.70447 2.26344
C 0.20245 -4.92195 3.08958
F 1.40243 -5.24426 2.57923
C -0.47749 -5.87622 3.81884
F 0.06894 -7.08856 4.00541
```

Results
- Net charge: -1
- Energy relative to the best compared isomer or geometry (same formula, charge and spin): 14.6 kcal/mol
- ⟨S²⟩: 8.762
- Lowest unoccupied orbital energy (spin up / spin down): 2.31 / 1.90 eV
- Multiplicity: 6
- Energy: -119078.924 eV

These are the Mulliken partial charges, in e, on atoms 1 to 4: Fe 1.547; C -1.520; N 1.107; C -1.000